Below is C36H52BrCoN2OSSbSi3 as an isolated structure in a non-equilibrium geometry, with properties calculated with the ωB97M-V functional and the def2-TZVPD basis.

E: -191874.6975 eV
<S²>: 6.011
HOMO-LUMO gap (spin up / spin down): 8.441 / 6.173 eV

```
! RIJCOSX wB97M-V def2-TZVPD def2/J DEFGRID3
* xyz 1 5
Co 1.32 -0.03 0.25
C -1.39 0.10 4.54
Sb -0.65 0.27 2.54
C 1.42 0.31 2.33
C 2.16 -0.73 3.15
C 3.26 -1.41 2.67
C 3.95 -2.30 3.46
C 3.48 -2.45 4.77
C 2.38 -1.72 5.19
N 1.71 -0.88 4.43
Si 1.97 2.05 2.79
C 1.36 3.34 1.60
C 1.34 2.66 4.48
C 3.86 1.92 2.70
C -1.88 -1.19 1.35
C -1.22 -1.80 0.07
C -2.09 -2.45 -0.88
C -1.55 -3.16 -1.93
C -0.17 -3.33 -2.03
C 0.60 -2.59 -1.19
N 0.12 -1.82 -0.21
Si -2.00 -2.78 2.51
C -0.29 -3.11 3.26
C -3.35 -2.42 3.72
C -2.37 -4.42 1.57
Si -3.48 -0.21 0.94
C -4.01 0.96 2.32
C -4.93 -1.28 0.38
C -2.98 0.94 -0.46
H -2.51 0.23 4.60
H -0.94 0.89 5.15
H -1.09 -0.84 4.92
H 3.56 -1.34 1.61
H 4.83 -2.82 3.18
H 4.02 -3.10 5.48
H 2.07 -1.81 6.22
H 0.29 3.36 1.39
H 1.93 3.35 0.67
H 1.63 4.22 2.17
H 0.29 2.96 4.37
H 1.80 3.61 4.63
H 1.52 2.09 5.39
H 4.19 1.24 1.85
H 4.45 1.67 3.56
H 4.25 2.89 2.51
H -3.15 -2.46 -0.71
H -2.21 -3.59 -2.66
H 0.36 -3.81 -2.83
H 1.65 -2.55 -1.32
H -0.08 -2.66 4.21
H 0.44 -2.78 2.53
H -0.08 -4.15 3.39
H -3.12 -2.62 4.77
H -4.23 -3.03 3.48
H -3.69 -1.36 3.69
H -1.55 -4.66 0.87
H -3.30 -4.49 0.93
H -2.38 -5.19 2.34
H -4.36 0.50 3.18
H -4.79 1.56 1.86
H -3.16 1.60 2.54
H -4.96 -2.20 0.91
H -4.86 -1.49 -0.73
H -5.81 -0.66 0.41
H -2.47 1.83 -0.10
H -3.92 1.34 -0.82
H -2.38 0.41 -1.27
O 0.05 1.30 -0.41
S -0.07 1.75 -1.86
C 1.42 2.68 -2.15
C 1.70 3.03 -3.58
C 2.95 2.58 -4.07
C 3.28 2.90 -5.40
C 2.31 3.63 -6.12
C 1.08 4.02 -5.65
C 0.81 3.77 -4.33
C 0.31 0.22 -2.82
C 0.09 0.32 -4.28
C 1.15 -0.08 -5.08
C 1.00 -0.10 -6.48
C -0.18 0.33 -7.04
C -1.24 0.69 -6.21
C -1.14 0.67 -4.82
H 2.18 2.14 -1.61
H 1.12 3.64 -1.69
H 3.55 2.02 -3.39
H 4.25 2.64 -5.84
H 2.61 3.91 -7.12
H 0.38 4.58 -6.28
H -0.12 4.05 -3.88
H -0.39 -0.49 -2.38
H 1.30 -0.10 -2.50
H 2.09 -0.44 -4.60
H 1.81 -0.44 -7.13
H -0.31 0.39 -8.15
H -2.22 0.94 -6.71
H -1.93 1.06 -4.18
Br 3.34 -0.25 -0.94
*
```

=====

Below is C36H52BrN3OP2Ti as an isolated structure in a non-equilibrium geometry, with properties calculated with the ωB97M-V functional and the def2-TZVPD basis.

ΔE to the lowest compared entry with this formula, charge and spin: 0.0 kcal per mole
E: -156413.1920 eV
<S²>: 2.006
HOMO-LUMO gap (spin up / spin down): 6.953 / 7.380 eV

```
! RIJCOSX wB97M-V def2-TZVPD def2/J DEFGRID3
* xyz 2 3
N -5.82 -0.92 2.92
C -4.87 -0.13 3.42
C -3.99 0.59 2.58
C -4.23 0.65 1.18
C -5.27 -0.15 0.68
C -5.99 -0.95 1.60
C -3.40 1.50 0.36
Ti 0.12 0.85 -1.13
P 2.24 0.56 -2.12
C -3.24 1.38 -1.00
C -2.34 2.20 -1.83
C -2.35 2.11 -3.28
C -1.24 2.51 -4.03
C -0.29 3.23 -3.32
C -0.40 3.70 -2.02
C -1.53 3.27 -1.28
Br 1.29 3.58 -4.49
H -2.62 2.02 0.92
H -3.68 0.54 -1.50
H -3.18 1.10 3.07
H -5.56 -0.12 -0.36
H -4.80 -0.08 4.52
H -6.77 -1.66 1.27
H -3.25 1.69 -3.78
H -1.90 3.73 -0.34
H -1.06 2.37 -5.11
H 0.38 4.41 -1.71
P -0.64 -1.68 -1.19
C 2.64 2.19 -1.37
C 3.44 3.08 -2.30
H 3.19 1.97 -0.45
H 1.72 2.74 -1.08
H 3.56 4.06 -1.83
H 4.39 2.65 -2.64
H 2.81 3.28 -3.18
C 1.83 0.54 -3.88
C 3.00 0.71 -4.86
H 1.14 1.41 -3.99
H 1.21 -0.33 -4.16
H 2.53 0.95 -5.82
H 3.68 1.52 -4.58
H 3.59 -0.21 -5.01
C 3.65 -0.52 -2.01
C 4.99 0.14 -2.29
H 3.42 -1.33 -2.73
H 3.64 -0.96 -1.00
H 5.72 -0.66 -2.16
H 5.07 0.53 -3.32
H 5.23 0.94 -1.58
C 0.26 -3.00 -0.30
C 1.77 -3.07 -0.43
H -0.20 -3.95 -0.63
H -0.02 -2.90 0.76
H 2.11 -4.05 -0.08
H 2.11 -2.93 -1.46
H 2.26 -2.32 0.21
C -0.50 -2.17 -2.95
C -1.56 -1.59 -3.89
H -0.51 -3.26 -2.95
H 0.52 -1.89 -3.25
H -1.41 -2.01 -4.90
H -2.57 -1.86 -3.55
H -1.49 -0.49 -3.98
C -2.35 -2.27 -0.81
C -2.64 -2.72 0.63
H -2.54 -3.11 -1.49
H -3.05 -1.48 -1.11
H -3.70 -3.00 0.75
H -2.06 -3.60 0.93
H -2.43 -1.92 1.35
C 1.86 -0.24 5.27
N 1.92 0.12 3.87
N 0.82 0.25 3.08
C 1.21 0.66 1.82
O 0.38 0.83 0.84
C 2.63 0.79 1.91
C 3.01 0.50 3.20
C 4.32 0.61 3.88
C -0.39 -0.30 3.61
C -0.97 0.38 4.69
C -1.92 -0.26 5.49
C -2.50 -1.46 5.03
C -1.95 -2.13 3.94
C -0.85 -1.59 3.28
H 1.24 0.46 5.84
H 2.87 -0.17 5.66
H 1.52 -1.28 5.44
H 3.34 0.96 1.12
H 4.34 1.40 4.65
H 4.70 -0.29 4.41
H 5.11 0.88 3.16
H -0.60 1.41 4.93
H -2.17 0.15 6.49
H -3.33 -1.89 5.56
H -2.35 -3.09 3.65
H -0.32 -2.14 2.52
*
```